Below is 3 unconnected molecules or ions with the total composition C15H16F2O at a distorted geometry, with properties calculated with the ωB97M-V functional and the def2-TZVPD basis.

ORCA input file:
```
! RIJCOSX wB97M-V def2-TZVPD def2/J DEFGRID3
* xyz 0 1
F 0.67465 2.51132 1.10809
C 1.07024 3.47128 0.16728
C 1.44196 4.71345 0.62030
C 1.91159 5.69689 -0.23267
C 1.87575 5.39568 -1.60680
C 1.52271 4.13555 -2.12930
C 1.08645 3.20108 -1.22695
H 1.36268 5.09479 1.62762
H 2.30697 6.66051 0.05287
H 2.15220 6.14775 -2.33093
H 1.68226 3.95673 -3.18238
H 0.84386 2.19221 -1.52654
F 0.97064 -3.61074 1.05749
C -0.33012 -3.49810 1.45330
C -1.24239 -2.79854 0.64540
C -2.58364 -2.58286 1.02165
C -3.04754 -3.21366 2.19067
C -2.17892 -3.95175 2.99671
C -0.82979 -4.06946 2.61953
H -0.83508 -2.49047 -0.30622
H -3.26313 -2.15114 0.30171
H -4.07206 -3.08047 2.50533
H -2.40442 -4.34759 3.97593
H -0.07556 -4.55234 3.22314
C 0.68030 -0.16809 -0.77849
C -0.22902 -0.96888 -1.65724
C 0.01867 -2.44645 -1.69033
O -1.21570 -0.44788 -2.17847
H 1.53634 -0.81540 -0.58802
H 0.22906 -0.32720 0.20089
H 0.80536 0.90260 -0.93991
H 0.34628 -2.95126 -0.78153
H 0.66090 -2.65704 -2.54549
H -0.87152 -2.95052 -2.06661
*
```

The calculation puts the frontier orbital gap at 10.24 eV. The calculation puts the energy at -23294.08880 eV. For the energy above the lowest of the compared OMol25 structures with the same formula, charge and spin, the calculation gives 254.7 kJ/mol. For the maximum force, the calculation gives 3.079 eV/A. The SMILES is Fc1ccccc1.Fc1ccccc1.CC(C)=O. Its HOMO energy is -9.363 eV.